# 1
30
Properties=species:S:1:pos:R:3:forces:R:3:mulliken_spin:R:1 method="wB97M-V/def2-TZVPD" gap_ev="8.93 / 2.01" largest_force_ev_per_a=2.1 multiplicity=2 total_energy_ha=-6217.2602 homo_ev="-12.93 / -12.92" e_lumo_ev="-4.001 / -10.911" total_charge=+1 s2=0.76
C 0.1122 -2.0327 0.2241 -1.12 0.59 -0.11 -0.007
Cl -0.9463 -1.2457 -1.0350 1.12 -0.76 1.18 0.004
Cl -0.8122 -3.4005 1.0028 0.08 0.72 0.24 0.283
Cl 0.6726 -0.8671 1.4702 -0.38 -0.83 -0.85 0.014
H 0.9566 -2.5355 -0.2475 -0.04 0.29 0.00 0.014
C 3.8885 -0.6030 -2.7706 0.55 0.55 -0.35 0.000
Cl 5.3358 -1.4778 -3.3135 -0.17 0.44 0.20 0.003
Cl 2.9130 -1.6702 -1.7625 -0.49 -0.14 -0.01 0.004
H 4.1072 0.2682 -2.1532 0.48 -0.30 -0.06 0.000
H 3.3891 -0.2301 -3.6648 -0.39 -0.51 0.22 0.000
C -4.0657 0.2495 -2.7537 -0.47 -0.99 -1.26 0.000
Cl -4.5429 1.5012 -1.7092 -0.38 1.08 1.71 0.000
Cl -3.4030 1.0009 -4.2078 0.33 -0.41 -0.30 0.001
H -3.3836 -0.4625 -2.2892 0.17 0.33 -0.12 0.000
H -4.9682 -0.2839 -3.0524 0.20 -0.06 -0.03 0.000
C 2.7712 1.0370 3.5063 0.44 0.10 0.29 0.000
Cl 4.3350 1.7976 3.7892 0.11 0.04 0.29 0.000
Cl 2.2126 0.0318 4.9056 0.12 0.37 -0.73 0.001
H 2.0685 1.8577 3.3625 -0.09 -0.45 -0.11 0.000
H 2.9603 0.4062 2.6376 -0.60 -0.02 0.22 0.000
C -2.1582 -0.5517 3.7711 0.07 0.70 -0.66 -0.032
Cl -2.6460 -2.3203 3.7090 0.30 0.57 0.15 0.578
Cl -2.9683 0.3416 5.0749 0.35 -1.15 -0.62 0.130
H -1.0709 -0.4983 3.8259 -0.20 -0.24 0.48 0.001
H -2.4823 -0.1623 2.8060 -0.15 -0.02 0.23 0.003
C -0.4565 1.8944 -2.1209 -0.79 -0.90 0.14 0.000
Cl -0.4610 3.6131 -2.0385 -0.01 0.93 0.12 0.000
Cl -0.0218 1.3230 -3.7565 0.42 -0.14 0.68 0.001
H 0.1238 1.5041 -1.2848 0.68 -0.09 -0.65 0.000
H -1.4596 1.5153 -1.9251 -0.13 0.29 -0.29 0.000

---

# 2
23
Properties=species:S:1:pos:R:3:forces:R:3:mulliken_charge:R:1 method="wB97M-V/def2-TZVPD" gap_ev=8.52 largest_force_ev_per_a=4.3 total_energy_ha=-1374.3179 homo_ev=-13.54 e_lumo_ev=-5.021 total_charge=+1
C 0.0820 1.3192 1.9809 0.79 -1.01 -1.40 -1.203
C 0.6544 1.6750 0.6276 0.34 -0.08 -1.85 -0.602
C -0.0518 0.8506 -0.4693 2.24 1.48 -1.39 -0.265
N -1.4198 1.2544 -0.3925 -2.26 -0.18 -1.42 -0.084
C -2.4417 0.3969 -0.3017 3.77 0.28 0.81 0.438
Cl -3.9438 0.9709 -0.4707 -1.96 0.35 -0.28 -0.060
N -2.1690 -0.8468 0.0749 -3.03 0.07 0.17 -0.445
C -0.9926 -1.3087 0.1123 4.03 0.50 -1.35 0.722
Cl -0.7278 -2.9232 0.6382 -0.08 0.74 -0.15 -0.058
N 0.1328 -0.5820 -0.3566 -2.30 -3.25 1.46 0.528
N 1.4154 -1.1748 -0.4330 0.32 1.18 2.32 -0.888
C 1.6865 -2.1046 -1.5269 -0.59 1.83 -1.74 -0.888
H 0.3777 1.9964 2.6920 0.74 1.70 1.77 0.463
H 0.5391 0.3842 2.2452 -0.04 -0.66 0.45 0.279
H -0.9749 1.2359 2.0422 -1.00 -0.04 -0.18 0.310
H 1.6852 1.3065 0.4962 0.00 0.79 0.53 0.412
H 0.5723 2.7593 0.2932 0.24 -1.22 0.68 0.447
H 0.3061 1.1277 -1.5250 -0.14 -0.19 1.51 0.266
H -1.5413 2.2112 -0.7519 -0.41 -0.66 0.45 0.305
H 1.6851 -1.5653 0.5389 -0.64 0.93 -2.31 0.329
H 0.8759 -2.0683 -2.2675 -0.12 -0.05 0.40 0.308
H 2.5764 -1.8858 -2.1717 -0.36 -0.04 1.25 0.284
H 1.6739 -3.0287 -1.0746 0.48 -2.49 0.28 0.402

---

# 3
22
Properties=species:S:1:pos:R:3:forces:R:3:mulliken_spin:R:1 method="wB97M-V/def2-TZVPD" gap_ev="2.13 / 10.88" largest_force_ev_per_a=1.9 multiplicity=2 total_energy_ha=-2130.6876 homo_ev="0.80 / -7.99" e_lumo_ev="2.927 / 2.888" total_charge=-1 s2=0.75
C -1.1310 2.7456 0.9226 -0.45 -0.53 0.46 0.435
C -1.8758 2.9563 2.1515 0.40 0.22 -0.51 1.068
N -2.4744 3.0920 3.1122 -0.64 0.15 1.02 -0.279
H -0.9480 3.6981 0.4253 0.18 -0.30 -0.11 -0.808
H -1.7441 2.0423 0.3591 0.02 0.30 -0.62 -0.037
H -0.2520 2.1609 1.1940 0.48 0.40 -0.23 0.108
Cl -1.7710 -3.3793 1.0600 -0.36 0.46 0.55 -0.101
C -2.4850 -1.7884 1.6172 0.89 0.24 -1.47 0.554
C -1.3805 -0.6885 1.6311 -0.73 -0.74 0.89 0.513
Cl -0.5015 -0.4751 0.1062 -0.27 -0.26 0.03 -0.052
H -3.0228 -1.9390 2.5532 0.48 0.10 0.13 -0.146
H -3.2167 -1.5565 0.8432 0.03 0.07 0.09 -0.187
H -0.6443 -0.9052 2.4051 0.04 -0.07 -0.12 -0.366
H -1.8380 0.2663 1.8901 -0.10 -0.04 -0.08 0.159
Cl 4.5031 -0.5535 -3.7651 0.46 0.29 -0.42 -0.043
C 3.4555 -1.2421 -2.4855 0.59 -0.52 -0.95 0.578
C 2.2844 -0.2920 -2.2173 1.14 -1.47 -0.18 0.274
Cl 1.2687 -0.3779 -3.7211 -0.07 0.35 0.74 -0.096
H 4.1929 -1.5564 -1.7469 -0.63 0.73 0.78 -0.254
H 3.1442 -2.1902 -2.9242 -0.52 0.16 0.12 -0.030
H 2.6596 0.7177 -2.0503 -0.45 -0.03 0.01 -0.209
H 1.7766 -0.7350 -1.3606 -0.50 0.50 -0.13 -0.079

---

# 4
23
Properties=species:S:1:pos:R:3:forces:R:3:mulliken_charge:R:1 method="wB97M-V/def2-TZVPD" gap_ev=9.18 largest_force_ev_per_a=3.3 total_energy_ha=-2185.1863 homo_ev=-12.83 e_lumo_ev=-3.651 total_charge=+1
C 1.0961 0.9907 0.5811 2.82 1.00 0.70 -0.872
C 0.1815 2.1461 0.1009 -1.38 -0.53 1.40 -1.164
C 0.6922 -0.3494 0.1042 -2.14 0.80 -2.05 0.842
C -0.7602 1.6901 -1.0357 -1.71 0.01 1.21 0.787
C -1.1808 0.2791 -0.6180 1.36 -1.33 0.87 -0.058
C 0.5245 -1.3211 1.2249 -0.34 -1.76 -1.87 -1.202
N 1.3678 -0.8898 -0.9926 0.96 3.04 0.74 -0.503
N -0.6396 -2.2193 0.7827 -0.45 -1.41 0.23 -0.136
Cl -0.0301 1.5818 -2.5757 1.47 0.06 -1.25 -0.106
Cl -2.2108 2.8177 -1.3717 0.87 -0.73 1.02 -0.117
Cl -1.7972 -0.8109 -1.9069 0.26 0.60 0.85 -0.036
Cl -2.2740 0.2356 0.8174 -0.06 0.72 -0.56 -0.157
H 2.2414 1.1625 0.2952 -2.48 -0.20 0.26 0.379
H 1.1633 0.9395 1.6988 -0.29 0.43 -0.91 0.303
H -0.3718 2.6598 0.9430 0.26 -0.99 -0.93 0.306
H 0.8232 2.8656 -0.2363 1.37 2.15 -1.23 0.452
H 0.2902 -0.8045 2.1097 -0.47 0.07 1.24 0.481
H 1.4495 -1.9043 1.2448 -0.23 -0.03 0.56 0.400
H 0.9960 -1.7141 -1.2898 -1.00 -2.97 -1.09 0.242
H 1.3632 -0.2541 -1.7962 0.29 -0.19 0.41 0.328
H -0.4583 -2.6212 -0.1855 -0.37 0.30 1.65 0.385
H -1.3914 -1.5185 0.6617 -0.27 -0.38 -0.02 0.033
H -1.0747 -2.9615 1.4441 1.51 1.32 -1.22 0.414

---

# 5
20
Properties=species:S:1:pos:R:3:forces:R:3:mulliken_charge:R:1 method="wB97M-V/def2-TZVPD" gap_ev=8.92 largest_force_ev_per_a=4.1 total_energy_ha=-804.8998 homo_ev=-8.51 e_lumo_ev=0.410 total_charge=0
C 1.1808 0.1133 0.8286 1.00 1.97 1.23 0.239
C 0.4207 1.2454 0.5744 1.31 -1.94 0.00 -0.574
C -0.6167 -0.5350 -0.1207 -3.33 1.71 -1.78 0.649
C 2.5371 0.0191 1.4615 0.53 0.28 -0.15 -1.089
C -1.6982 -1.2942 -0.7802 -0.30 -1.27 0.09 -1.139
C -1.4842 1.7153 -0.8878 -1.56 -1.53 -0.77 -0.733
N 0.4936 -0.9405 0.3973 -0.18 -0.14 0.64 0.030
N -0.6616 0.8198 -0.1304 0.24 -1.25 1.27 0.083
Cl 0.9369 -2.9862 -1.3222 0.44 -0.77 -0.47 -0.711
H 0.4158 2.2215 0.9300 0.68 1.52 0.32 0.476
H 0.8536 -1.8461 -0.0251 0.39 -1.25 -0.12 0.168
H 2.4740 0.3924 2.4600 -0.21 0.65 0.82 0.340
H 3.1195 0.8042 0.8916 0.26 -1.56 0.71 0.265
H 2.9880 -1.0086 1.6940 -0.62 1.39 -1.46 0.283
H -2.5275 -0.6141 -1.0618 0.65 -0.69 0.01 0.264
H -2.1667 -2.1094 -0.1247 1.04 1.05 -0.96 0.274
H -1.1405 -1.7374 -1.6386 -1.08 -0.20 0.26 0.325
H -1.9333 2.4420 -0.2582 -0.33 0.73 0.73 0.344
H -0.8358 2.2292 -1.6052 -0.57 -0.34 -0.32 0.314
H -2.3555 1.0693 -1.2824 1.63 1.64 -0.06 0.193

---

# 6
23
Properties=species:S:1:pos:R:3:forces:R:3:mulliken_charge:R:1 method="wB97M-V/def2-TZVPD" gap_ev=8.45 largest_force_ev_per_a=1.4 total_energy_ha=-1655.6751 homo_ev=-12.34 e_lumo_ev=-3.894 total_charge=+1
C 0.3242 -2.4763 0.1642 -0.14 -0.24 0.42 -0.867
C 0.1679 -1.2297 -0.1357 0.01 0.54 0.34 0.767
C -1.0529 0.6364 -0.9430 -1.04 0.40 -0.78 -0.661
C 1.2268 0.8918 -0.0386 1.13 0.62 0.18 -0.511
C -0.6812 1.1496 -2.3344 0.35 0.33 0.28 -0.735
C 1.7948 1.4568 -1.3393 -0.51 0.24 -0.11 -0.718
N -0.0472 -1.9206 3.1826 0.30 0.42 -0.65 0.257
N 0.1452 -0.7969 3.1010 0.41 -0.12 0.28 -0.386
N 0.1012 0.0097 -0.3156 0.04 -0.93 -0.01 0.256
S -0.0487 -3.2832 1.6558 -0.20 -0.77 -0.13 -0.085
S 0.5559 2.4755 -2.2005 0.09 -0.32 -0.04 -0.070
Cl -2.1241 0.4464 2.3121 -0.29 0.19 -0.08 -0.232
H 0.6822 -3.1746 -0.5852 0.14 0.17 -0.21 0.323
H -1.3655 1.4763 -0.3190 0.05 -0.14 0.02 0.402
H -1.8667 -0.0895 -1.0017 0.17 -0.02 0.12 0.441
H 1.9933 0.3313 0.5010 -0.20 -0.06 -0.02 0.465
H 0.8684 1.7070 0.5953 -0.05 -0.12 -0.03 0.274
H -0.2841 0.3490 -2.9599 -0.11 -0.06 -0.03 0.366
H -1.5541 1.5812 -2.8186 -0.06 -0.06 0.02 0.404
H 2.6378 2.1096 -1.1238 0.04 -0.06 0.05 0.400
H 2.1210 0.6556 -2.0046 0.11 -0.02 0.06 0.363
H -0.2532 -2.5529 3.9609 -0.06 -0.06 0.32 0.291
H -3.3411 0.2473 2.6471 -0.19 0.04 -0.02 0.257

---

# 7
22
Properties=species:S:1:pos:R:3:forces:R:3:mulliken_charge:R:1 method="wB97M-V/def2-TZVPD" gap_ev=9.23 largest_force_ev_per_a=0.9 total_energy_ha=-914.3327 homo_ev=-8.38 e_lumo_ev=0.853 total_charge=0
Cl -0.4473 3.6406 0.1018 0.13 -0.48 0.02 -0.111
N 0.4428 2.1257 0.1500 0.33 0.75 -0.10 -0.321
N 0.2351 1.4046 -1.0416 -0.30 0.11 -0.64 0.050
C 1.2431 0.3505 -1.0288 0.34 -0.19 0.20 -0.786
C 1.0558 -0.5380 0.2117 0.01 0.03 -0.01 0.098
C -0.3443 -1.1589 0.1766 -0.05 0.08 0.03 -1.009
C -1.3647 -0.0162 0.1319 -0.07 -0.09 -0.35 0.031
C -1.1117 0.8358 -1.1176 -0.28 -0.04 0.30 -1.002
N -1.1580 0.8039 1.3294 -0.41 -0.06 -0.04 -0.457
N 0.1151 1.4177 1.3214 -0.21 0.36 0.75 -0.016
C 1.1297 0.3774 1.4427 0.30 -0.27 -0.06 -0.625
H 2.2224 0.8336 -1.0127 -0.02 -0.06 -0.06 0.387
H 1.1429 -0.2229 -1.9527 0.00 0.02 0.00 0.393
H 1.8281 -1.3096 0.2527 0.01 0.02 0.01 0.315
H -0.4637 -1.7983 -0.7008 -0.01 -0.04 -0.02 0.389
H -0.5106 -1.7600 1.0723 -0.03 -0.05 -0.02 0.425
H -2.3886 -0.4012 0.1537 0.08 0.03 0.01 0.397
H -1.1834 0.2496 -2.0351 0.01 0.03 -0.02 0.430
H -1.8215 1.6667 -1.1752 0.01 -0.12 -0.04 0.347
H -1.8590 1.5371 1.4037 0.17 -0.04 0.04 0.308
H 0.9211 -0.1694 2.3631 0.03 0.04 -0.03 0.391
H 2.1003 0.8696 1.5171 -0.04 -0.03 0.02 0.363

---

# 8
20
Properties=species:S:1:pos:R:3:forces:R:3:mulliken_charge:R:1 method="wB97M-V/def2-TZVPD" gap_ev=9.46 largest_force_ev_per_a=5.3 total_energy_ha=-1091.4239 homo_ev=-8.61 e_lumo_ev=0.854 total_charge=0
C -2.9861 -0.8330 1.0594 3.09 -1.34 -1.60 -0.980
C -1.7605 -1.0662 0.4944 -1.61 -1.19 -0.19 -0.106
C -0.5371 -0.3185 0.6145 1.32 -0.73 -0.51 1.262
C -0.3868 0.8010 1.5093 -2.97 2.18 1.01 -1.311
C 0.4977 -0.8137 -0.0528 3.97 0.21 -0.18 -0.954
C 2.0327 -0.0858 -0.1971 -4.39 -0.80 2.93 -0.247
Cl 3.1731 -1.0255 -1.0203 1.03 -1.60 -1.07 -0.134
P 1.5816 1.4486 -1.0005 1.93 1.60 -0.55 -0.054
N 0.8267 0.8668 -2.3416 0.34 -1.65 -1.13 -0.373
H -3.8214 -1.4585 0.9599 -0.80 -1.05 -0.62 0.288
H -3.1533 -0.0991 1.7626 0.05 1.92 1.25 0.272
H -1.4608 -1.9138 -0.1935 -1.63 0.59 0.80 0.170
H -0.4317 0.4380 2.5339 0.34 0.08 0.23 0.321
H 0.3706 1.5340 1.3460 0.92 -0.09 -0.07 0.377
H -1.3308 1.4228 1.4122 0.78 -0.47 0.24 0.313
H 0.5671 -1.7938 -0.5123 -0.65 0.14 -0.35 0.297
H 2.4324 0.0887 0.8136 -0.28 0.12 -0.30 0.403
H 2.9390 1.3884 -1.5384 -0.48 1.14 0.24 0.027
H 1.3185 0.0684 -2.7813 -0.92 0.95 -0.11 0.225
H 0.1290 1.3512 -2.8680 -0.05 0.00 -0.02 0.204

---

# 9
19
Properties=species:S:1:pos:R:3:forces:R:3:mulliken_charge:R:1 method="wB97M-V/def2-TZVPD" gap_ev=10.30 largest_force_ev_per_a=3.8 total_energy_ha=-984.8851 homo_ev=-9.43 e_lumo_ev=0.863 total_charge=0
C 1.4699 2.5762 0.3714 -0.16 0.09 -0.48 -0.737
C 0.4681 1.6943 0.5920 1.51 2.23 0.05 -0.123
Si 0.7048 -0.0523 0.2062 -2.40 -2.73 -0.74 0.679
C 1.2888 -1.0157 1.6953 -1.42 -0.42 0.86 -1.022
Cl 2.1211 -0.4495 -1.2181 0.39 0.40 -0.43 -0.326
C -1.0586 -0.8745 -0.6750 2.60 1.92 1.46 0.610
C -1.9304 -1.6610 -0.0784 1.01 0.78 1.15 -0.874
C -1.4149 -0.3186 -2.0021 0.05 2.06 1.86 -1.734
H 1.4656 3.6133 0.7249 -0.37 -0.37 0.09 0.253
H 2.3574 2.3983 -0.2502 -0.38 -0.47 0.29 0.211
H -0.3184 2.1243 1.2024 -0.35 -0.51 0.01 0.349
H 2.0733 -0.5597 2.3349 -0.59 -0.25 -0.49 0.326
H 0.3758 -1.2995 2.3038 0.89 0.78 -0.20 0.271
H 1.5698 -2.0055 1.3603 0.61 -0.16 -0.26 0.312
H -1.6920 -1.9519 0.9343 -0.59 -0.57 0.08 0.225
H -2.8944 -1.6971 -0.5284 -0.81 -0.86 -0.04 0.337
H -1.7168 -1.1184 -2.5266 -1.04 -2.64 -2.58 0.498
H -0.6428 0.2023 -2.4715 1.50 0.54 -0.97 0.410
H -2.2264 0.3948 -1.9752 -0.47 0.19 0.34 0.335

---

# 10
18
Properties=species:S:1:pos:R:3:forces:R:3:mulliken_charge:R:1 method="wB97M-V/def2-TZVPD" gap_ev=10.27 largest_force_ev_per_a=3.1 total_energy_ha=-335.0459 homo_ev=-9.25 e_lumo_ev=1.019 total_charge=0
C 0.3956 0.9410 -2.1218 -0.51 1.93 -0.57 -1.270
C 0.2868 0.0214 -0.9742 2.37 -1.09 -1.05 0.955
C 1.4640 -0.9571 -0.9777 -2.30 -1.55 1.31 -1.272
C -0.6392 0.1425 -0.0741 -2.10 0.24 2.26 -0.493
C -0.9137 -0.6713 1.2193 0.39 1.85 -1.27 -0.541
C -0.8410 0.2695 2.3886 -0.40 -0.20 2.06 -0.336
F -1.8375 1.2503 2.2778 0.17 -0.05 -0.10 -0.294
H 0.6673 0.3948 -3.0382 -0.22 0.30 0.19 0.344
H 1.1838 1.7295 -1.9468 -0.58 -0.82 -0.19 0.273
H -0.5757 1.4957 -2.2474 0.96 -0.49 -0.21 0.330
H 1.4046 -1.6297 -0.0853 0.17 0.46 -0.67 0.271
H 2.3499 -0.3981 -0.8920 1.35 0.61 -0.20 0.348
H 1.4536 -1.6186 -1.8589 0.16 0.47 0.16 0.329
H -1.3197 1.0201 -0.1501 0.33 -0.80 -0.15 0.219
H -0.2157 -1.4575 1.3892 0.54 -0.74 -0.04 0.326
H -1.9194 -1.0623 1.1823 -0.30 -0.30 -0.03 0.291
H 0.1149 0.7937 2.5456 -0.21 -0.20 -0.49 0.261
H -1.0585 -0.2640 3.3639 0.19 0.39 -1.01 0.259

---

# 11
26
Properties=species:S:1:pos:R:3:forces:R:3:mulliken_charge:R:1 method="wB97M-V/def2-TZVPD" gap_ev=11.26 largest_force_ev_per_a=1.4 total_energy_ha=-1277.1498 homo_ev=-10.89 e_lumo_ev=0.372 total_charge=0
C 3.5593 -0.1969 0.5850 -0.08 -0.01 0.00 -1.403
C 2.3115 0.4176 0.0083 0.28 -0.02 0.05 0.772
F 2.6816 1.5386 -0.7407 0.02 0.20 -0.08 -0.371
C 1.6115 -0.4846 -0.9864 0.52 0.20 -0.17 -0.686
O 1.0460 -1.6513 -0.3725 -0.57 0.24 -0.36 -0.347
P -0.3105 -1.4730 0.4239 0.93 -0.24 0.96 1.086
O -0.1822 -0.8235 1.7284 -0.24 0.04 -0.13 -0.663
O -0.8402 -2.9673 0.5516 -0.23 0.27 -0.19 -0.571
O -1.2654 -0.7412 -0.6095 -0.19 -0.38 0.04 -0.301
C -2.5511 -0.3772 -0.0772 -0.41 0.62 -0.51 -0.647
C -2.5283 1.0127 0.5328 0.03 -0.29 0.12 -0.796
C -1.9004 2.0387 -0.3798 0.13 0.18 -0.30 0.888
F -0.5529 2.0468 -0.2806 -0.46 0.13 -0.08 -0.220
F -2.2003 1.7950 -1.6867 0.11 0.22 0.54 -0.295
F -2.3420 3.2915 -0.1025 0.30 -0.57 -0.10 -0.293
H 3.3740 -1.2148 0.9121 -0.11 -0.13 0.14 0.333
H 3.9112 0.3867 1.4261 0.16 0.07 0.14 0.346
H 4.3255 -0.2232 -0.1825 0.17 0.00 -0.14 0.368
H 1.6529 0.7679 0.7936 -0.31 -0.04 0.08 0.192
H 2.3569 -0.8375 -1.6908 0.09 -0.21 -0.12 0.413
H 0.8898 0.0963 -1.5513 -0.37 -0.07 0.08 0.319
H -1.3471 -3.2076 -0.2318 0.08 -0.32 -0.08 0.326
H -3.2373 -0.3783 -0.9161 0.02 -0.12 -0.25 0.425
H -2.9168 -1.1053 0.6385 0.12 -0.13 0.26 0.422
H -1.9983 0.9648 1.4772 0.24 0.29 0.09 0.332
H -3.5475 1.3249 0.7311 -0.22 0.04 0.00 0.370

---

# 12
23
Properties=species:S:1:pos:R:3:forces:R:3:mulliken_charge:R:1 method="wB97M-V/def2-TZVPD" gap_ev=11.19 largest_force_ev_per_a=0.3 total_energy_ha=-1034.2066 homo_ev=-10.44 e_lumo_ev=0.749 total_charge=0
C 3.2734 0.4916 0.3856 0.07 0.05 -0.04 -0.783
O 1.8776 0.5304 0.5963 0.02 -0.14 0.08 -0.275
C 1.1469 0.3010 -0.5755 0.01 0.09 -0.09 -1.181
C -0.3285 0.2212 -0.2176 -0.08 -0.15 -0.14 0.898
S -0.8730 1.9091 0.2448 -0.06 0.05 0.18 1.216
O -0.6935 2.1489 1.6353 0.01 0.04 -0.09 -0.586
O -0.4637 2.8461 -0.7421 -0.02 -0.02 0.02 -0.602
F -2.4298 1.7122 0.0495 0.02 0.01 -0.01 -0.258
C -0.6666 -0.7871 0.8822 -0.05 0.02 -0.07 -0.756
C -2.0053 -1.3606 0.4146 0.20 0.02 -0.17 -0.556
C -1.8267 -1.3259 -1.0966 -0.09 0.10 0.07 -0.479
O -1.0501 -0.1444 -1.3661 0.13 0.03 0.03 -0.499
H 3.5675 -0.4227 -0.1444 -0.03 0.02 0.03 0.324
H 3.7504 0.5023 1.3637 -0.03 0.04 -0.04 0.242
H 3.6138 1.3582 -0.1931 -0.04 -0.04 0.01 0.307
H 1.4004 -0.6620 -1.0435 0.03 0.03 0.08 0.432
H 1.3076 1.0957 -1.3136 0.00 -0.06 -0.03 0.488
H -0.6950 -0.3350 1.8696 0.10 -0.05 -0.01 0.390
H 0.1043 -1.5615 0.8570 0.00 0.07 0.12 0.374
H -2.8305 -0.7162 0.7150 -0.03 -0.10 0.05 0.226
H -2.1582 -2.3728 0.7852 -0.13 0.05 0.02 0.440
H -2.7553 -1.2316 -1.6567 0.03 -0.06 0.00 0.318
H -1.2657 -2.1970 -1.4494 -0.06 0.00 -0.03 0.320